1.
{"formula": "FH3OSi", "method": "ωB97M-V/def2-TZVPD", "total_energy_ev": -12686.2446, "homo_ev": -9.87, "molar_mass_g_mol": 66.1, "orbital_gap_ev": 9.3, "lumo_energy_ev": -0.6, "relative_energy_kcal_mol": 175.44, "symbols": ["F", "O", "Si", "H", "H", "H"], "coordinates": [[0.64564, -2.62062, 1.46216], [0.99406, -2.00653, 0.24819], [-0.04684, -0.14874, 0.11035], [-0.53227, -0.20993, -1.24384], [-0.81421, -0.68959, 1.16330], [1.21735, 0.66242, 0.25959]], "atomic_forces_ev_per_a": [[-0.411, -0.001, 0.657], [-0.921, 2.764, -1.418], [3.963, -3.730, -0.005], [-0.451, 0.275, -0.421], [-1.126, 0.546, 1.032], [-1.053, 0.146, 0.154]], "nbo_charge": [-0.1960, -0.4392, 1.0687, -0.1650, -0.1340, -0.1344]}


2.
{"formula": "C6H14O3SSi", "method": "ωB97M-V/def2-TZVPD", "total_energy_ev": -31304.7204, "homo_ev": -8.32, "molar_mass_g_mol": 194.3, "orbital_gap_ev": 6.8, "lumo_energy_ev": -1.5, "relative_energy_kcal_mol": 0.00, "symbols": ["C", "C", "C", "C", "C", "C", "O", "O", "O", "Si", "S", "H", "H", "H", "H", "H", "H", "H", "H", "H", "H", "H", "H", "H", "H"], "coordinates": [[-2.17493, 0.46858, 2.91650], [-1.66669, 0.41945, 1.66907], [-1.73930, 0.25736, -1.93131], [1.11590, -2.96015, -0.61129], [2.65292, 1.10485, -0.88057], [-0.31002, 0.15674, 1.39575], [-0.41299, 0.41617, -1.50340], [0.18429, -1.94897, -0.32081], [1.95979, -0.06398, -0.52328], [0.38575, -0.33430, -0.30015], [0.60518, 2.76063, 1.16914], [-3.22364, 0.63181, 3.09641], [-1.54378, 0.33591, 3.77913], [-2.32796, 0.56458, 0.82600], [-1.73535, 0.05705, -3.00405], [-2.28801, 1.18432, -1.74371], [-2.23140, -0.56865, -1.41696], [1.24944, -3.05373, -1.69132], [0.72411, -3.89393, -0.20865], [2.08020, -2.73472, -0.15683], [2.85091, 1.70552, 0.00705], [2.07408, 1.69639, -1.58918], [3.59470, 0.80132, -1.33852], [0.32154, 0.02663, 2.26545], [-0.14474, 2.97115, 0.09552]], "atomic_forces_ev_per_a": [[0.224, -0.115, -0.576], [-1.158, 0.115, 0.577], [-0.187, 0.070, -0.098], [0.155, -0.119, -0.145], [0.376, 0.287, -0.046], [1.735, 1.885, -0.761], [0.374, 0.048, 0.235], [-0.521, 0.305, 0.222], [-0.185, -0.554, 0.360], [0.080, 0.246, 0.179], [-0.535, -1.839, 0.552], [-0.179, 0.029, -0.017], [0.167, -0.010, 0.153], [-0.135, 0.054, -0.048], [-0.114, -0.006, 0.040], [-0.072, -0.089, -0.044], [-0.127, -0.074, -0.037], [0.032, -0.086, 0.025], [0.098, -0.030, -0.056], [0.068, -0.086, -0.005], [0.023, 0.008, -0.173], [0.029, 0.081, -0.022], [-0.011, 0.027, -0.049], [0.110, -0.166, 0.081], [-0.246, 0.021, -0.345]], "nbo_charge": [-0.2525, -0.2994, -0.2334, -0.2270, -0.2307, -0.4611, -0.9140, -0.9216, -0.9197, 2.3266, -0.4218, 0.2028, 0.1934, 0.2089, 0.1851, 0.1760, 0.1708, 0.1736, 0.1802, 0.1811, 0.1978, 0.1794, 0.1727, 0.2187, 0.1142]}


3.
{"formula": "C5H9N2", "method": "ωB97M-V/def2-TZVPD", "total_energy_ev": -8304.9451, "homo_ev": -14.21, "molar_mass_g_mol": 97.1, "orbital_gap_ev": 10.8, "lumo_energy_ev": -3.4, "charge": 1, "relative_energy_kcal_mol": 18.15, "symbols": ["C", "C", "C", "C", "N", "C", "N", "H", "H", "H", "H", "H", "H", "H", "H", "H"], "coordinates": [[0.01030, 2.21462, -0.56182], [0.71246, 1.19658, 0.31785], [0.38093, -0.22577, 0.01656], [0.92634, -1.36890, 0.51548], [0.00210, -2.36814, 0.37493], [-1.09927, -1.88434, -0.18180], [-0.89455, -0.58369, -0.36754], [0.29160, 2.01044, -1.60152], [0.30741, 3.23129, -0.32882], [-1.08238, 2.22813, -0.55809], [0.41812, 1.40141, 1.33688], [1.78061, 1.34631, 0.26133], [1.84195, -1.52988, 1.04074], [0.05710, -3.32525, 0.69147], [-2.07701, -2.33624, -0.11363], [-1.57572, -0.00658, -0.84202]], "atomic_forces_ev_per_a": [[0.067, -0.073, -1.238], [-0.194, 0.478, -0.341], [-0.518, 0.044, 1.136], [0.247, 0.086, -0.108], [-0.544, -0.344, -0.216], [-0.262, 0.395, 0.988], [-0.267, -0.375, -0.755], [0.003, 0.297, 0.017], [0.185, 0.012, 0.105], [0.000, -0.293, 0.423], [0.019, -0.212, 0.519], [0.316, -0.012, -0.035], [0.359, -0.024, -0.045], [0.318, 0.034, 0.053], [0.141, -0.284, -0.709], [0.129, 0.271, 0.206]], "nbo_charge": [-0.6182, -0.4439, 0.1701, -0.0466, -0.4423, 0.2414, -0.4551, 0.2164, 0.2510, 0.2050, 0.2413, 0.2497, 0.2596, 0.4583, 0.2564, 0.4570]}


4.
{"formula": "C10H19N3", "method": "ωB97M-V/def2-TZVPD", "total_energy_ev": -15133.2252, "homo_ev": -8.52, "molar_mass_g_mol": 181.3, "orbital_gap_ev": 8.5, "lumo_energy_ev": 0.0, "relative_energy_kcal_mol": 336.36, "symbols": ["C", "C", "C", "C", "C", "C", "C", "C", "C", "C", "H", "H", "H", "H", "H", "H", "H", "H", "H", "H", "H", "H", "H", "H", "H", "H", "H", "H", "H", "N", "N", "N"], "coordinates": [[1.54019, 2.39882, 0.07023], [-0.76809, 1.81518, 0.23208], [-1.37324, 0.72346, -0.09024], [-2.76712, 0.47854, -0.48273], [-3.64544, -0.41835, 0.45908], [0.61381, 0.20511, -0.27455], [1.92272, -0.56625, -0.05086], [1.70906, -1.98684, -0.57335], [2.04288, -0.91236, 1.54708], [3.08666, -0.18496, -0.78088], [1.03428, 3.32630, 0.07341], [2.25822, 1.98148, 0.93020], [2.32920, 2.25329, -0.83470], [-1.03048, 2.98130, 0.23451], [-2.60791, 0.15595, -1.69279], [-3.41578, 1.32107, -0.59286], [-3.40133, -1.37083, 0.49889], [-3.72627, -0.35385, 1.61784], [-4.72966, -0.51875, -1.30962], [-5.39794, -1.81406, 0.17371], [1.51834, -1.82281, -1.62411], [0.92423, -2.29917, -0.13955], [2.72088, -2.46963, -0.54967], [1.49953, -2.49278, 1.81371], [3.30721, -1.06001, 1.61022], [1.06074, -0.07440, 2.77280], [2.82352, 0.80482, -1.65439], [4.05682, 0.40228, 0.10231], [3.57371, -1.12243, -1.21952], [0.50992, 1.52020, 0.16295], [-5.12585, -0.50840, -0.01487], [-0.54280, -0.39190, -0.41433]], "atomic_forces_ev_per_a": [[5.944, -1.033, 0.545], [-0.608, 6.089, 0.236], [-4.200, -4.781, -1.819], [-1.450, -0.924, -1.500], [-2.406, 1.819, 0.955], [1.588, -0.700, 1.805], [-3.791, -1.808, 2.650], [5.367, 2.699, -3.831], [0.761, -2.227, 1.240], [5.496, 5.331, -0.961], [0.846, 1.692, 0.538], [-0.988, 2.344, -1.084], [-2.563, 0.711, 1.599], [0.042, -3.132, 0.332], [-1.088, -0.100, 3.370], [0.121, 1.298, 0.028], [2.300, -4.465, -0.730], [0.571, 1.679, -1.701], [-2.255, -0.365, 4.595], [0.971, 5.075, -0.987], [-0.259, -0.408, -0.640], [-5.247, -3.450, 2.924], [-1.507, -0.445, 0.700], [1.378, 4.376, -0.561], [-3.635, 0.683, 0.988], [2.793, -1.788, -3.154], [1.169, -3.636, 2.475], [-2.822, -1.692, -2.897], [-0.165, 2.187, 0.168], [1.295, -4.143, -2.082], [2.086, -3.978, -4.188], [0.257, 3.092, 0.987]], "nbo_charge": [-0.3922, -0.0526, 0.0400, -0.4287, -0.2363, 0.3821, -0.2742, -0.5386, -0.5570, -0.5645, 0.2162, 0.2112, 0.2071, 0.2203, 0.2188, 0.2178, 0.1786, 0.1960, 0.3205, 0.3301, 0.2055, 0.2154, 0.1994, 0.2016, 0.2156, 0.2325, 0.2319, 0.1908, 0.2258, -0.3841, -0.7868, -0.4422]}


5.
{"formula": "C2H10O4", "method": "ωB97M-V/def2-TZVPD", "total_energy_ev": -10425.2535, "homo_ev": -8.65, "molar_mass_g_mol": 98.1, "orbital_gap_ev": 9.0, "lumo_energy_ev": 0.4, "relative_energy_kcal_mol": 21.66, "symbols": ["C", "C", "O", "H", "H", "H", "H", "O", "H", "H", "O", "H", "H", "O", "H", "H"], "coordinates": [[-1.05184, -1.56138, 1.03871], [-0.28995, -0.59809, 1.54922], [1.04487, -0.56132, 1.33733], [-2.12025, -1.43046, 1.09069], [-0.55390, -2.49363, 0.81241], [-0.70840, 0.30741, 1.97486], [1.43793, 0.30983, 1.43697], [0.91434, 2.12416, 0.46650], [1.27427, 2.28936, -0.41152], [0.48453, 2.95583, 0.70017], [1.23419, -0.61111, -1.77041], [2.03451, -0.21315, -2.12320], [1.52653, -1.04770, -0.95783], [-2.08701, 0.57406, -1.80300], [-2.64530, -0.01578, -2.31677], [-1.24915, 0.09858, -1.75832]], "atomic_forces_ev_per_a": [[0.503, 0.113, 1.175], [-0.464, 0.969, -1.185], [0.906, -1.040, 0.351], [-0.054, -0.403, 0.110], [-0.325, -0.095, -0.680], [-0.044, 0.021, -0.025], [-0.514, 0.301, 0.106], [0.084, 0.377, 0.037], [-0.069, -0.187, -0.025], [0.013, -0.148, 0.053], [0.103, -0.038, 0.087], [0.008, -0.015, -0.126], [-0.266, 0.136, 0.079], [0.032, -0.099, -0.107], [-0.120, 0.043, -0.019], [0.208, 0.065, 0.169]], "nbo_charge": [-0.5342, 0.1638, -0.7248, 0.2148, 0.2028, 0.1648, 0.5093, -0.9551, 0.4813, 0.4795, -0.9543, 0.4649, 0.4877, -0.9487, 0.4624, 0.4858]}


6.
{"formula": "C21H18N4O7S3", "method": "ωB97M-V/def2-TZVPD", "total_energy_ev": -74864.6516, "homo_ev": -8.65, "molar_mass_g_mol": 534.6, "orbital_gap_ev": 7.7, "lumo_energy_ev": -1.0, "relative_energy_kcal_mol": 7.58, "symbols": ["H", "N", "C", "C", "C", "C", "C", "C", "C", "O", "S", "O", "O", "C", "C", "C", "C", "C", "C", "C", "O", "C", "C", "C", "O", "N", "C", "S", "C", "S", "O", "O", "C", "C", "N", "N", "H", "H", "H", "H", "H", "H", "H", "H", "H", "H", "H", "H", "H", "H", "H", "H", "H"], "coordinates": [[3.04842, 0.81898, 0.65229], [2.49423, -0.03143, 0.65221], [3.11853, -1.07073, 0.30824], [2.55695, -2.41140, 0.23510], [1.25157, -2.78499, 0.13189], [-0.01155, -2.12090, -0.04368], [-1.10138, -2.93231, -0.40817], [-2.33838, -2.37871, -0.63705], [-2.55155, -1.00965, -0.49969], [-3.79838, -0.49082, -0.77172], [-5.11864, -1.33651, -0.28706], [-4.85686, -1.85627, 1.01686], [-5.51286, -2.23604, -1.32270], [-6.20718, 0.06547, -0.22054], [-6.37469, 0.72611, 0.97918], [-7.17805, 1.85473, 1.01512], [-7.79225, 2.30035, -0.14553], [-7.61445, 1.62354, -1.34292], [-6.81272, 0.49400, -1.38376], [-1.49285, -0.18183, -0.09395], [-1.53474, 1.16183, 0.10291], [-2.76506, 1.84255, 0.20528], [-0.24195, -0.75560, 0.11725], [3.50645, -3.58419, 0.22901], [3.12568, -4.71395, 0.41854], [4.84254, -3.33938, -0.04182], [5.25881, -2.14665, -0.16163], [6.92334, -1.66902, -0.50374], [6.39314, -0.01539, -0.36341], [7.52883, 1.36446, -0.64781], [8.67539, 1.12880, 0.17556], [7.71019, 1.42982, -2.06728], [6.60352, 2.80886, -0.06285], [6.46886, 2.73682, 1.43901], [5.15607, 0.15523, -0.10388], [4.50381, -1.01452, -0.00131], [1.15393, -3.86942, 0.11473], [-0.96439, -3.99565, -0.52874], [-3.17761, -2.98832, -0.93264], [-5.88823, 0.33788, 1.85993], [-7.32600, 2.38351, 1.94414], [-8.41790, 3.17975, -0.11578], [-8.09986, 1.97439, -2.24061], [-6.65407, -0.06685, -2.29054], [-3.40095, 1.41246, 0.98403], [-2.50001, 2.86422, 0.47735], [-3.31200, 1.84670, -0.74080], [0.56237, -0.11230, 0.43606], [7.18709, 3.66716, -0.38714], [5.65338, 2.78541, -0.58700], [7.44915, 2.57151, 1.87958], [5.81617, 1.91630, 1.72498], [6.05613, 3.66196, 1.83451]], "atomic_forces_ev_per_a": [[0.249, -0.130, -0.096], [-0.271, 0.255, 0.163], [0.027, 0.639, 0.150], [-0.376, -0.699, -0.052], [0.679, -0.064, 0.003], [-0.650, 0.450, -0.013], [0.069, 0.104, 0.020], [0.095, 0.102, -0.049], [0.808, -0.350, 0.274], [-0.744, -0.130, -0.034], [-0.002, 0.338, 0.144], [-0.051, 0.277, 0.051], [0.040, 0.320, -0.157], [0.377, -0.435, -0.048], [0.012, 0.001, 0.228], [0.038, -0.061, -0.009], [0.000, 0.007, -0.001], [0.046, -0.061, -0.008], [-0.094, -0.015, -0.191], [-0.267, -0.151, -0.090], [0.254, -0.213, -0.119], [-0.332, 0.302, 0.007], [-0.228, 0.007, -0.051], [-0.315, 0.026, 0.058], [-0.001, -0.040, 0.031], [0.964, -0.338, -0.224], [-0.213, -0.218, 0.119], [-0.164, -0.075, 0.053], [-0.040, 0.048, 0.052], [-0.221, 0.279, -0.376], [-0.011, -0.060, 0.374], [-0.225, 0.098, -0.115], [0.211, -0.819, -0.025], [0.013, 0.025, 0.239], [0.074, 0.927, -0.013], [0.327, -0.371, -0.193], [0.090, 0.091, -0.018], [0.024, -0.120, 0.003], [0.042, -0.175, -0.071], [0.030, 0.034, 0.164], [-0.007, 0.023, 0.084], [-0.052, 0.072, 0.001], [-0.032, 0.010, -0.078], [-0.047, 0.001, -0.182], [0.039, 0.023, -0.014], [-0.078, -0.075, -0.003], [0.063, 0.043, 0.104], [-0.144, -0.004, 0.003], [0.144, -0.054, -0.190], [-0.078, 0.052, -0.125], [0.001, 0.053, 0.141], [-0.042, -0.004, 0.096], [-0.030, 0.052, -0.014]], "nbo_charge": [0.3669, -0.6470, 0.4340, -0.2705, 0.0057, -0.1212, -0.1573, -0.2539, 0.2170, -0.7005, 2.3582, -0.9121, -0.9096, -0.2583, -0.2106, -0.2080, -0.1797, -0.2059, -0.2039, 0.3246, -0.5030, -0.2443, -0.2159, 0.6464, -0.5459, -0.5492, 0.3060, 0.4450, -0.2400, 2.1656, -0.9187, -0.9119, -0.6365, -0.6319, -0.2338, -0.2850, 0.2417, 0.2192, 0.2406, 0.2454, 0.2245, 0.2212, 0.2247, 0.2438, 0.1739, 0.1941, 0.1843, 0.2749, 0.2572, 0.2506, 0.2383, 0.2220, 0.2288]}